[1]
34
Properties=species:S:1:pos:R:3 method="wB97M-V/def2-TZVPD" gap_ev=8.77 max_force_ev_per_a=12.3 homo_energy_ev=-8.1
C 1.674 2.203 -1.813
C 1.781 0.847 -1.162
C 1.034 0.381 -0.005
C 1.315 -0.763 0.496
C 2.249 -1.592 -0.189
C 3.187 -1.190 -1.132
C 3.015 0.143 -1.702
Cl 3.814 0.311 -3.145
C 4.207 -2.288 -1.680
H 3.936 -2.427 -2.668
H 5.264 -1.854 -1.473
H 4.311 -3.262 -1.071
H 2.421 -2.507 0.331
O 0.732 -1.277 1.695
C -0.389 -0.562 2.054
C -1.526 -0.517 1.363
N -2.735 0.290 1.933
H -2.362 1.196 2.071
C -4.073 -0.031 1.387
C -3.978 0.998 0.150
O -3.759 2.245 0.268
H -4.221 2.650 1.096
H -3.267 0.601 -0.573
H -4.922 0.934 -0.278
H -4.254 -1.245 1.003
H -4.805 0.402 2.079
H -1.485 -0.152 0.184
H -1.943 -1.804 1.399
H -0.401 -0.818 3.161
H -0.074 0.646 2.300
H 0.412 1.021 0.287
H 2.561 2.681 -1.965
H 1.421 1.978 -2.887
H 0.862 2.761 -1.512

***

[2]
32
Properties=species:S:1:pos:R:3 method="wB97M-V/def2-TZVPD" gap_ev=8.39 max_force_ev_per_a=7.9 smiles=Cc1cc2c(cc1C[C@@H](C)N)CCN2 homo_energy_ev=-7.6
C -0.894 2.596 0.053
C 0.032 1.506 0.302
C 1.353 1.570 -0.352
C 2.182 0.476 -0.456
C 1.737 -0.793 -0.034
C 0.383 -1.051 0.453
C -0.501 0.062 0.551
C -1.991 0.159 0.975
C -2.922 -0.842 0.064
C -3.342 -0.137 -1.114
N -2.053 -2.101 -0.253
C 2.924 -1.771 0.054
C 4.053 -0.674 0.055
N 3.529 0.583 -0.655
H -2.070 2.251 -0.436
H -0.830 3.221 1.123
H -0.137 3.276 -0.374
H 1.933 2.558 -0.436
H 0.012 -1.982 1.079
H -2.337 1.265 1.436
H -2.356 -0.429 1.937
H -3.678 -0.924 0.788
H -3.549 -0.955 -2.143
H -4.364 0.533 -0.951
H -2.424 0.738 -1.330
H -2.634 -2.613 -0.939
H -1.203 -1.878 -0.561
H 3.034 -2.686 -0.603
H 3.005 -2.007 1.172
H 5.029 -1.079 -0.492
H 4.027 -0.177 1.228
H 4.049 1.305 -0.139

***

[3]
33
Properties=species:S:1:pos:R:3 method="wB97M-V/def2-TZVPD" gap_ev=3.76 max_force_ev_per_a=5.0 total_charge=+1 homo_energy_ev=-8.8
C 1.627 -2.656 2.317
C -0.896 -0.814 -2.981
C 1.583 -1.383 1.904
C -1.134 -0.573 -1.694
C -0.925 1.240 -0.073
C 2.261 -3.498 1.203
C -0.426 0.453 -3.647
C -1.687 0.720 1.007
C -1.993 1.967 1.833
C -1.092 3.038 1.350
C 2.292 -1.273 0.719
C -0.630 0.726 -1.312
N -0.667 2.612 0.120
N 2.721 -2.428 0.283
N -0.234 1.376 -2.460
H 1.382 -2.929 3.309
H -1.231 -1.533 -3.668
H 1.055 -0.534 2.198
H -1.417 -1.372 -1.001
H 3.038 -4.117 1.656
H 1.383 -4.039 0.834
H 0.494 0.161 -4.273
H -1.084 0.989 -4.414
H -2.615 0.264 0.797
H -1.145 -0.042 1.664
H -2.957 2.382 1.516
H -1.793 1.862 2.837
H -1.525 4.065 1.284
H -0.206 3.244 2.049
H 2.702 -0.449 0.155
H 3.173 -2.801 -0.527
H -0.158 2.409 -2.550
H 0.105 2.932 -0.438

***

The records above yield energy relative to the best compared isomer or geometry (same formula, charge and spin) values of 197.32, 184.24, 102.28 kcal per mole, respectively.